1.
60
Properties=species:S:1:pos:R:3:forces:R:3 method="wB97M-V/def2-TZVPD" charge=+1 molar_mass_g_mol=444.68 multiplicity=2 homo_energy_ev="-10.96 / -10.96" gap_ev="7.16 / 7.72"
O -21.184801 -18.861752 9.795979 2.3696 -4.0210 2.2694
V -20.390284 -20.166081 10.409520 -3.2072 3.5282 -3.4494
Cl -21.747799 -22.031872 9.114383 1.5342 1.4101 1.1599
O -24.936117 -22.276369 10.273469 -0.2626 -0.4078 0.4540
H -25.195710 -21.387915 10.517402 -0.0367 0.3122 -0.2248
H -23.988810 -22.223375 10.146850 0.3691 0.0655 -0.2941
O -21.457502 -17.738642 12.298753 -0.2073 -0.6010 0.6116
H -21.002785 -16.962633 11.971225 0.3681 0.7891 -0.7608
H -21.590707 -17.563422 13.230304 -0.3351 0.0979 0.3237
O -18.643762 -16.996989 13.278003 0.1205 0.0910 -0.0504
H -19.530622 -16.989899 13.638063 -0.2191 -0.0966 0.0185
H -18.104085 -16.599681 13.961476 0.3404 0.1020 0.1382
O -19.142277 -16.558332 8.702099 0.2366 0.3526 0.5786
H -18.541799 -15.850265 8.469060 0.0350 0.3956 -0.2233
H -19.034459 -17.204033 8.003764 -0.4678 -0.3182 -0.5260
O -21.786166 -17.217816 5.172703 -0.6799 -0.0406 -0.3848
H -20.964404 -17.629475 5.440042 0.2014 0.3792 -0.0120
H -21.606969 -16.278260 5.209411 -0.0980 0.2335 0.0011
O -20.937430 -23.367804 5.629967 0.3892 0.0048 -0.2197
H -21.034302 -23.129529 6.551961 -0.1140 0.0843 0.4280
H -21.798185 -23.198995 5.246755 -0.2493 0.0118 -0.0948
O -16.604358 -20.857153 10.872490 -0.4858 -0.0100 0.2074
H -16.407502 -21.168187 11.756084 0.4658 -0.0526 0.3578
H -15.808409 -21.036594 10.372008 0.2588 0.0676 -0.2526
O -17.721434 -21.974225 7.497038 0.0129 0.2952 0.1466
H -17.041690 -22.442141 7.982054 0.0893 -0.2107 0.1978
H -17.499806 -22.115378 6.576612 -0.1630 -0.1196 -0.3843
O -23.569134 -18.506760 6.934993 0.2084 -0.1479 -0.0141
H -23.399998 -17.900410 7.656077 0.1605 0.1405 0.4928
H -23.023031 -18.184962 6.217734 0.1057 0.3032 -0.5114
O -16.839473 -18.210508 8.092418 0.0101 -0.1762 0.0070
H -16.404479 -18.369041 7.254636 0.2511 -0.1740 -0.2635
H -16.931785 -17.258893 8.138609 0.0596 0.2583 0.2257
O -21.944569 -20.488138 12.184016 1.1644 0.1463 -0.2655
H -22.657731 -20.977055 12.594624 -0.2565 -0.6217 -0.4135
H -22.167261 -19.569067 12.332130 -0.1266 0.7592 -0.1479
O -25.687889 -19.556550 8.058109 -0.9106 -0.1635 0.3879
H -24.957077 -19.216602 7.541794 0.3215 0.0211 -0.4524
H -25.397098 -19.477517 8.966646 0.0566 -0.1784 0.2213
O -19.437189 -18.000413 6.106630 0.5364 0.0267 0.4026
H -18.732112 -18.030460 5.459959 0.2174 0.0454 -0.3521
H -19.857422 -18.858115 6.043530 -0.0756 -0.7020 0.2812
O -19.265869 -21.596163 11.703541 -0.1479 -0.0918 0.0250
H -19.701614 -22.073229 12.409766 -0.5883 -0.1492 0.1546
H -18.340687 -21.823868 11.795289 0.2847 0.0509 -0.5131
O -24.949031 -19.308355 11.108621 0.2134 -0.3257 0.2887
H -25.015576 -18.372583 10.918520 0.2243 0.4199 -0.3222
H -25.584635 -19.456800 11.808776 -0.3431 -0.0880 0.1820
O -23.367129 -17.158941 9.663787 -0.4452 -0.0456 -0.1333
H -22.664590 -16.962798 10.283617 0.3605 -0.1022 0.1525
H -23.785736 -16.313813 9.500210 -0.1984 0.3200 -0.0951
O -18.724739 -18.940320 11.382944 -0.5527 -0.8265 -0.5732
H -17.899680 -19.424275 11.346996 0.4800 -0.3497 -0.4125
H -18.533110 -18.179706 11.931567 -0.4819 0.7707 0.6222
O -18.917948 -19.840608 8.790051 -1.2422 -0.9614 0.9687
H -18.368210 -19.118556 8.485648 0.5190 0.7580 0.3197
H -18.614326 -20.599748 8.292304 0.2190 -0.9675 -0.4540
O -20.382905 -15.385742 10.999272 -0.3181 -0.0532 0.4349
H -19.994641 -14.664929 11.495157 -0.0226 0.2552 0.2353
H -19.734048 -15.590828 10.326098 0.0525 -0.4937 -0.4936

***

2.
7
Properties=species:S:1:pos:R:3:forces:R:3 method="wB97M-V/def2-TZVPD" molar_mass_g_mol=98.56 multiplicity=1 de_lowest_kcal_mol=51.58 homo_energy_ev="-10.91 / -8.54" gap_ev="10.05 / 7.75"
N 1.650742 0.953252 -0.128708 0.0824 -0.4145 0.2696
N -0.759672 -1.812643 0.518710 1.0192 0.9894 -1.3508
S -0.869832 -0.601703 -0.412889 -0.2661 -0.0915 -0.0132
Cl -1.993852 1.095009 0.197877 0.2360 -0.6176 0.1329
H 1.842079 1.914518 -0.374822 0.0194 0.7426 0.0290
H -1.360447 -2.084450 1.240433 -1.1792 -0.3003 1.2448
H 1.490981 0.536016 -1.040601 0.0883 -0.3082 -0.3122

***

3.
8
Properties=species:S:1:pos:R:3:forces:R:3 method="wB97M-V/def2-TZVPD" smiles=NOP(O)Cl molar_mass_g_mol=115.46 multiplicity=1 de_lowest_kcal_mol=61.69 homo_energy_ev=-9.70 gap_ev=10.18
N 1.576463 0.493653 -0.151700 0.7750 2.4335 1.8344
O -1.331715 -1.519702 0.325848 -0.3244 0.2511 0.2896
O 0.209252 0.512466 0.395092 2.3551 0.5338 -0.1366
P -1.091430 -0.079421 -0.372267 0.1969 0.5106 -0.0319
Cl -2.169059 0.903842 1.001052 -1.4715 0.5523 0.2381
H 1.516260 0.261707 -1.121336 -0.0928 0.3453 -0.9382
H 2.016505 1.544377 0.007862 -2.0155 -3.4142 -0.8328
H -0.726275 -2.116920 -0.084549 0.5772 -1.2124 -0.4225

***

4.
7
Properties=species:S:1:pos:R:3:forces:R:3 method="wB97M-V/def2-TZVPD" smiles="[H]/N=P/[H].SCl" molar_mass_g_mol=115.52 multiplicity=1 de_lowest_kcal_mol=68.27 homo_energy_ev=-9.02 gap_ev=8.62
N 1.274085 -1.051198 -0.783672 0.6707 0.1475 -0.7266
P 0.840307 0.439563 -0.643183 0.4907 0.0578 -0.1704
S -1.470952 1.147474 1.584736 -0.3687 -0.2920 0.1383
Cl -2.365565 0.303400 -0.020003 -0.7046 0.2878 -0.5841
H 1.016433 -1.619554 -0.021400 -0.7018 -0.9852 1.1438
H 1.560059 0.806203 -1.784954 0.0295 0.7062 -0.6531
H -0.854368 -0.025889 1.668475 0.5842 0.0780 0.8520

***

5.
6
Properties=species:S:1:pos:R:3:forces:R:3 method="wB97M-V/def2-TZVPD" molar_mass_g_mol=82.56 multiplicity=1 de_lowest_kcal_mol=97.68 homo_energy_ev=-10.60 gap_ev=10.69
O -0.882284 -0.632983 0.312196 -2.0286 -0.7606 0.4985
Si 0.549675 0.069168 -0.008521 1.2471 -3.8470 0.0609
Cl -2.228056 0.319382 0.004654 -0.0178 0.0516 0.0944
H 1.311234 -1.338824 -0.015387 -0.2430 1.8602 0.1038
H 0.401609 0.594284 -1.263862 0.2158 1.1894 -2.2690
H 0.847822 0.988974 0.970921 0.8266 1.5064 1.5115

***

6.
6
Properties=species:S:1:pos:R:3:forces:R:3 method="wB97M-V/def2-TZVPD" smiles=O[SiH2]Cl molar_mass_g_mol=82.56 multiplicity=1 de_lowest_kcal_mol=5.92 homo_energy_ev=-11.04 gap_ev=11.67
O 0.048227 -1.132651 -0.497922 -0.2896 0.6306 -0.3903
Si 0.297409 0.277283 0.331317 -1.1081 -0.5881 0.8787
Cl 2.265124 0.169881 0.863058 0.1762 0.5076 -0.1772
H -0.494000 -0.968179 -1.278197 0.0661 -0.3550 -0.0438
H -0.423502 0.111259 1.676057 0.3818 0.4914 -0.9338
H -0.254819 1.447205 -0.511229 0.7737 -0.6866 0.6664

***

7.
9
Properties=species:S:1:pos:R:3:forces:R:3 method="wB97M-V/def2-TZVPD" smiles=NP(O)NCl molar_mass_g_mol=114.47 multiplicity=1 de_lowest_kcal_mol=61.40 homo_energy_ev=-9.04 gap_ev=9.68
N 0.860791 -0.770085 -0.481190 -0.2867 -0.2291 0.9923
N -1.214864 0.222205 0.471484 -0.6724 -1.2143 1.3951
O 0.922844 1.713699 0.023840 1.1152 0.4646 1.3524
P -0.020553 0.670593 -0.678405 -1.5903 -1.0572 -2.1964
Cl -2.833013 0.084480 -0.172004 0.6248 0.0749 0.2432
H 0.330846 -1.549454 -0.124070 0.1776 -0.0917 -0.1996
H 1.687265 -1.040380 -0.965064 0.3587 0.1238 -0.4709
H -1.096446 -0.566360 1.179304 -0.0419 1.4603 -1.3233
H 1.363128 1.235301 0.746106 0.3149 0.4686 0.2073

***

8.
7
Properties=species:S:1:pos:R:3:forces:R:3 method="wB97M-V/def2-TZVPD" molar_mass_g_mol=81.58 multiplicity=1 de_lowest_kcal_mol=62.58 homo_energy_ev=-8.47 gap_ev=8.48
N -0.705716 0.648670 0.506377 -0.1908 -0.4456 -0.3435
Si 0.080055 -0.612019 -0.348064 2.4843 1.8243 2.1340
Cl -0.279780 -0.407852 -2.293057 -0.0044 -0.0357 -0.7907
H -0.752073 1.557115 0.072573 -0.0205 0.0494 -0.0770
H -0.471103 0.746453 1.481605 0.0306 -0.0270 0.1029
H -0.237130 -1.916719 0.182472 -0.0006 -0.4496 0.0150
H 2.365746 -0.015649 0.398094 -2.2985 -0.9158 -1.0407

***

9.
7
Properties=species:S:1:pos:R:3:forces:R:3 method="wB97M-V/def2-TZVPD" molar_mass_g_mol=81.58 multiplicity=1 de_lowest_kcal_mol=54.66 homo_energy_ev=-8.61 gap_ev=8.24
N 1.399977 0.208627 0.498540 -0.1465 -0.3863 -2.6713
Si -1.960438 -0.633104 -0.021351 0.0491 0.3791 1.5109
Cl -2.886224 0.674461 -1.297910 -0.3403 0.5800 -0.4584
H 2.305012 -0.088204 0.172449 0.2044 -0.7485 0.5916
H 1.436228 1.164935 0.285221 -0.4203 1.7466 -0.4929
H 1.241193 0.176733 1.447675 0.1473 -0.6380 2.5226
H -1.535749 -1.503451 -1.084625 0.5062 -0.9329 -1.0023

***

10.
7
Properties=species:S:1:pos:R:3:forces:R:3 method="wB97M-V/def2-TZVPD" smiles=[SiH3]NCl molar_mass_g_mol=81.58 multiplicity=1 de_lowest_kcal_mol=74.30 homo_energy_ev=-9.34 gap_ev=10.06
N -0.833551 0.359345 -0.183921 -1.0580 -1.9939 0.1833
Si 0.735576 -0.349603 0.024087 -0.2566 0.5833 1.7048
Cl -2.465848 -0.140421 0.170467 0.9695 -0.2474 0.0035
H -0.905487 1.315255 -0.305064 0.1431 2.0614 -0.3217
H 1.404389 0.846093 -0.500104 0.5303 -0.1128 -0.1876
H 0.924293 -1.582345 -0.766722 0.0163 0.0279 0.2289
H 1.140629 -0.448322 1.561259 -0.3446 -0.3184 -1.6111

***

11.
7
Properties=species:S:1:pos:R:3:forces:R:3 method="wB97M-V/def2-TZVPD" smiles="N=[SiH2].Cl" molar_mass_g_mol=81.58 multiplicity=1 de_lowest_kcal_mol=79.74 homo_energy_ev=-9.59 gap_ev=7.99
N -0.333075 0.711256 0.009772 0.2753 -2.5081 1.6251
Si -0.872434 -0.884440 0.209952 2.0287 2.6362 -1.4027
Cl 2.252490 1.340661 -1.031743 -0.3928 -0.3293 0.1513
H 0.903012 0.875012 -0.598588 0.3444 0.4678 -0.5108
H -0.017304 1.209606 0.885993 -1.2177 -0.4752 -0.9810
H -0.519103 -1.847595 -0.907890 -0.6325 0.5726 0.6075
H -1.413587 -1.404499 1.432504 -0.4055 -0.3641 0.5106

***

12.
12
Properties=species:S:1:pos:R:3:forces:R:3 method="wB97M-V/def2-TZVPD" molar_mass_g_mol=126.69 multiplicity=1 de_lowest_kcal_mol=115.96 homo_energy_ev="-9.27 / -7.44" gap_ev="8.59 / 6.74"
N 0.901221 -2.202405 0.930776 0.7079 1.6862 -2.5681
N -0.692869 -0.359682 -1.995633 -0.3191 -1.2116 0.0823
Si 0.793738 1.738965 0.526479 -3.1072 2.1687 0.9386
Si -0.584060 0.117841 -0.308867 -0.3530 -3.2116 -1.2811
Cl -2.677947 -0.057430 0.027509 0.9244 0.6834 0.6689
H 1.492072 -1.593351 1.486926 -0.1781 0.0288 0.4907
H 0.076184 -2.408963 1.413071 -1.4862 -0.3186 1.4170
H -0.098420 -1.145746 -2.331309 -0.1938 1.1081 0.4774
H -1.669303 -0.687446 -2.178565 1.1736 0.5874 0.1374
H 1.884151 2.407009 -0.097849 1.0513 -0.1690 -0.5500
H 0.861334 1.227083 1.891976 0.5759 0.0174 0.2383
H -0.286102 2.964121 0.635489 1.2043 -1.3693 -0.0513

***

Number 1: maximum force 5.88 eV Å⁻¹, calculated total energy -79774.0512 eV. Number 2: maximum force 1.96 eV Å⁻¹, calculated total energy -26382.8675 eV. Number 3: maximum force 4.05 eV Å⁻¹, calculated total energy -27444.1722 eV. Number 4: maximum force 1.66 eV Å⁻¹, calculated total energy -34183.1256 eV. Number 5: maximum force 4.04 eV Å⁻¹, calculated total energy -22494.2735 eV. Number 6: maximum force 1.53 eV Å⁻¹, calculated total energy -22498.2527 eV. Number 7: maximum force 2.91 eV Å⁻¹, calculated total energy -26903.7094 eV. Number 8: maximum force 3.75 eV Å⁻¹, calculated total energy -21954.1107 eV. Number 9: maximum force 2.70 eV Å⁻¹, calculated total energy -21954.4541 eV. Number 10: maximum force 2.26 eV Å⁻¹, calculated total energy -21953.6026 eV. Number 11: maximum force 3.61 eV Å⁻¹, calculated total energy -21953.3665 eV. Number 12: maximum force 3.90 eV Å⁻¹, calculated total energy -31369.2483 eV.